Computed, not measured: the molecule C4H8O2, with wB97M-V/def2-TZVPD.

```
14
Properties=species:S:1:pos:R:3:forces:R:3
O 1.677 -1.176 0.314 0.067 0.012 -0.126
C 1.265 -0.007 -0.401 0.166 0.512 -0.310
C -0.083 0.540 0.071 0.132 -0.836 0.218
O -0.040 1.398 1.197 0.330 -0.323 0.301
C -0.917 -0.700 0.218 -0.290 -0.258 0.336
C -1.510 0.487 -0.448 -0.077 0.077 -0.179
H 1.204 -1.958 -0.005 0.117 0.434 0.084
H 1.265 -0.203 -1.478 0.021 0.158 0.031
H 2.054 0.696 -0.141 0.080 0.235 -0.357
H 0.766 1.928 1.182 -0.111 -0.201 -0.120
H -1.053 -0.994 1.245 -0.747 -0.108 0.058
H -0.632 -1.492 -0.477 -0.123 0.079 0.378
H -1.818 0.443 -1.486 0.194 -0.063 0.052
H -2.177 1.040 0.210 0.240 0.282 -0.366
```
Positions in Å, forces in eV/Å.

Calculated values
- Charge: 0
- Electronic energy: -8370.413 eV
- Gap between HOMO and LUMO: 10.07 eV
- Energy above the lowest of the compared OMol25 structures with the same formula, charge and spin: 66.2 kcal per mole
- Structure (SMILES): OCC1(O)CC1
- LUMO level: 0.885 eV

***

Computed, not measured: the molecule H6N4OS at a distorted geometry, with wB97M-V/def2-TZVPD.

```
12
Properties=species:S:1:pos:R:3:forces:R:3
N 2.110 0.310 0.826 2.236 0.206 1.497
S 0.873 0.048 0.232 -1.255 -0.806 -0.347
N -0.099 -1.437 0.610 1.082 1.650 -0.102
O 1.016 -0.109 -1.497 -3.241 1.132 1.682
N -0.335 1.180 0.495 0.922 -0.682 -0.708
N -1.640 1.023 0.033 0.709 1.958 -1.342
H 0.430 -2.329 0.706 -0.005 1.307 -0.340
H -0.590 -1.419 -0.252 -0.977 -1.147 -0.965
H 1.825 -0.574 -1.506 1.905 -0.896 -0.212
H -0.091 1.922 1.160 -0.082 -0.735 -0.461
H -1.849 0.073 0.168 -1.005 -1.266 0.064
H -1.650 1.313 -0.975 -0.290 -0.722 1.233
```
Positions in Å, forces in eV/Å.

Calculated values
- Charge: 0
- Electronic energy: -18935.574 eV
- Gap between HOMO and LUMO: 9.98 eV
- Energy above the lowest of the compared OMol25 structures with the same formula, charge and spin: 11.4 kcal per mole
- Structure (SMILES): N#[S@](N)(O)NN
- LUMO level: 0.433 eV

***

Computed, not measured: a cluster of 3 separate species, C6H10O in total, with wB97M-V/def2-TZVPD.

```
17
Properties=species:S:1:pos:R:3:forces:R:3
C -1.355 -0.701 -0.378 0.092 -0.032 0.069
C -0.433 0.007 0.487 -0.211 0.027 -0.276
O -0.673 -0.155 1.754 -0.086 0.012 0.008
C 0.087 1.385 0.023 -0.008 0.010 0.070
C 1.520 1.162 -0.368 0.064 -0.164 -0.028
C 1.852 -0.123 -0.435 -0.048 0.169 -0.006
C 0.742 -1.087 -0.139 0.193 -0.141 -0.024
H -1.648 -1.701 -0.075 0.033 0.159 -0.006
H -1.474 -0.458 -1.434 0.019 0.011 0.157
H -2.672 -0.138 0.743 -0.016 0.012 -0.001
H -2.174 -0.082 1.443 0.116 -0.035 -0.052
H -0.498 1.794 -0.814 0.066 -0.076 0.127
H -0.020 2.070 0.868 0.032 -0.078 -0.109
H 2.205 1.981 -0.572 -0.094 -0.132 0.021
H 2.836 -0.498 -0.708 -0.134 0.069 0.037
H 0.902 -1.756 0.708 -0.021 0.103 -0.103
H 0.532 -1.700 -1.025 0.002 0.087 0.117
```
Positions in Å, forces in eV/Å.

Calculated values
- Charge: 0
- Electronic energy: -8426.494 eV
- Gap between HOMO and LUMO: 9.28 eV
- Energy above the lowest of the compared OMol25 structures with the same formula, charge and spin: 109.5 kcal per mole
- LUMO level: 0.151 eV